[1]
{
  "formula": "C16H29BBrCl2N2O6S",
  "method": "the ωB97M-V functional and the def2-TZVPD basis",
  "species": ["C", "C", "Cl", "C", "C", "C", "B", "O", "O", "C", "O", "C", "C", "C", "C", "N", "C", "S", "C", "O", "H", "H", "H", "H", "H", "H", "H", "H", "H", "H", "H", "H", "H", "H", "H", "H", "H", "C", "C", "O", "N", "C", "H", "H", "H", "H", "H", "H", "H", "H", "C", "O", "H", "H", "H", "H", "Br", "Cl"],
  "coordinates": [[5.19, 0.80, -1.01], [5.26, 2.32, -1.64], [6.96, 2.99, -1.17], [4.18, 3.38, -1.01], [2.60, 2.97, -1.20], [1.58, 3.92, -0.62], [2.00, 5.34, 0.13], [2.85, 5.37, 1.34], [1.52, 6.66, -0.37], [-0.03, 3.59, -0.73], [-0.99, 4.51, -0.87], [-0.47, 1.98, -0.73], [-1.90, 1.47, -0.08], [-3.06, 1.15, -1.22], [-2.54, 1.44, -2.75], [-3.62, 1.17, -3.82], [0.57, 1.04, -1.33], [0.10, -0.79, -1.29], [2.02, 1.62, -1.92], [2.61, 0.95, -2.94], [6.22, 0.40, -0.61], [4.31, 0.76, -0.23], [4.89, 0.08, -1.91], [5.27, 2.30, -2.83], [4.32, 4.41, -1.59], [4.48, 3.59, 0.11], [2.98, 4.40, 1.58], [0.52, 6.62, -0.52], [-2.31, 2.36, 0.59], [-1.76, 0.55, 0.66], [-4.05, 1.76, -0.94], [-3.39, 0.01, -1.18], [-2.31, 2.61, -2.80], [-1.60, 0.83, -3.08], [-3.46, 1.89, -4.57], [-3.35, 0.23, -4.21], [1.06, -1.52, -0.56], [-1.67, -5.07, 2.36], [-1.96, -3.99, 1.37], [-2.19, -2.82, 1.65], [-2.00, -4.18, -0.03], [-1.82, -5.51, -0.61], [-1.68, -4.65, 3.37], [-2.44, -5.85, 2.29], [-0.68, -5.49, 2.17], [-2.87, -3.72, -0.31], [-1.32, -3.49, -0.37], [-1.64, -5.38, -1.68], [-2.74, -6.08, -0.45], [-0.97, -6.01, -0.15], [-1.77, -4.57, 6.42], [-1.22, -4.22, 5.16], [-2.51, -5.35, 6.29], [-0.97, -4.93, 7.07], [-2.24, -3.69, 6.87], [-0.56, -3.52, 5.31], [-1.55, 3.70, -3.68], [-1.85, 1.69, 2.28]],
  "homo_energy_ev": -2.27,
  "total_charge": -1
}

=====

[2]
{
  "formula": "C17H13F3N6S",
  "method": "the ωB97M-V functional and the def2-TZVPD basis",
  "species": ["F", "F", "F", "N", "N", "N", "N", "S", "C", "C", "C", "C", "C", "C", "C", "C", "C", "C", "C", "C", "C", "C", "N", "N", "C", "C", "C", "H", "H", "H", "H", "H", "H", "H", "H", "H", "H", "H", "H", "H"],
  "coordinates": [[2.01, 1.54, 2.06], [1.38, 2.36, 3.95], [0.68, 0.37, 3.34], [-1.08, -0.53, 0.95], [-0.95, -3.83, -0.60], [2.38, 1.25, -2.02], [1.46, -0.78, -2.69], [3.70, 0.04, -4.06], [-0.30, 0.39, 0.42], [-0.77, -2.54, -0.65], [-1.06, -1.96, 0.59], [-1.66, -2.97, 1.33], [2.40, 0.19, -2.78], [1.55, 1.28, -0.99], [0.67, -0.78, -1.65], [-2.14, 3.70, 0.50], [-1.55, 4.27, 1.61], [-1.70, 2.41, 0.07], [-0.51, 3.64, 2.32], [0.62, 0.28, -0.71], [-0.67, 1.77, 0.85], [-0.05, 2.38, 2.01], [-1.48, -4.11, 0.59], [-0.24, -1.81, -1.76], [3.52, -1.70, -4.61], [-2.36, -2.79, 2.64], [1.06, 1.65, 2.89], [1.59, 2.24, -0.55], [-2.86, 4.30, -0.02], [-1.76, 5.26, 1.95], [-2.27, 2.03, -0.78], [-0.18, 4.10, 3.19], [-2.04, -4.92, 0.65], [-0.13, -2.36, -2.61], [3.39, -2.33, -3.73], [2.68, -1.76, -5.27], [4.38, -2.08, -5.22], [-1.67, -2.42, 3.37], [-2.80, -3.73, 2.88], [-3.22, -2.04, 2.54]],
  "smiles": "CSc1ncc2c(n1)Nc1n[nH]c(C)c1N=C2c1ccccc1C(F)(F)F",
  "homo_energy_ev": -8.09,
  "total_charge": 0
}

=====

[3]
{
  "formula": "C23H28IrN8O5S3",
  "method": "the ωB97M-V functional and the def2-TZVPD basis",
  "species": ["Ir", "S", "C", "C", "C", "C", "N", "C", "C", "C", "S", "C", "N", "H", "H", "C", "C", "N", "C", "C", "N", "C", "C", "H", "H", "H", "H", "H", "H", "H", "H", "H", "H", "H", "H", "H", "O", "C", "N", "C", "C", "S", "O", "O", "C", "C", "N", "C", "N", "C", "C", "N", "O", "O", "C", "H", "H", "H", "H", "H", "H", "H", "H", "H", "H", "H", "H", "H"],
  "coordinates": [[0.44, 0.60, -0.47], [2.58, 1.04, -1.12], [3.26, 1.86, 0.28], [4.48, 2.52, 0.16], [5.02, 3.20, 1.23], [6.27, 3.91, 1.06], [7.24, 4.49, 0.91], [4.35, 3.22, 2.46], [3.14, 2.56, 2.59], [2.58, 1.88, 1.51], [1.03, 1.08, 1.70], [4.88, 3.94, 3.58], [5.28, 4.52, 4.50], [5.01, 2.50, -0.79], [2.63, 2.57, 3.54], [-1.40, 4.87, -2.51], [-0.93, 3.42, -2.25], [-0.06, 3.37, -1.08], [1.12, 4.19, -1.28], [0.72, 5.66, -1.53], [-0.78, 5.73, -1.44], [-1.25, 5.29, -0.09], [-0.79, 3.83, 0.10], [-2.48, 4.98, -2.42], [-1.08, 5.26, -3.47], [-0.37, 3.04, -3.11], [-1.77, 2.75, -2.09], [1.68, 3.80, -2.13], [1.76, 4.11, -0.41], [1.00, 6.03, -2.51], [1.11, 6.34, -0.78], [-1.07, 6.70, -1.59], [-2.33, 5.41, -0.07], [-0.81, 5.97, 0.64], [-1.65, 3.17, 0.25], [-0.15, 3.74, 0.97], [-3.48, -0.71, -1.04], [-2.54, -0.02, -0.89], [-1.59, 0.71, -0.75], [-4.75, -6.83, 2.01], [-3.87, -5.84, 1.25], [-2.71, -6.74, 0.24], [-1.83, -7.48, 1.11], [-3.44, -7.39, -0.81], [-1.71, -5.46, -0.51], [-0.60, -5.00, 0.42], [0.09, -3.82, -0.11], [-0.20, -2.55, 0.24], [0.57, -1.69, -0.43], [1.40, -2.42, -1.22], [1.10, -3.73, -1.04], [1.71, -4.85, -1.71], [2.65, -4.60, -2.42], [1.23, -5.96, -1.51], [-1.22, -2.19, 1.26], [-5.46, -6.28, 2.63], [-4.15, -7.47, 2.65], [-5.30, -7.46, 1.31], [-3.29, -5.22, 1.94], [-4.45, -5.21, 0.58], [-2.37, -4.65, -0.82], [-1.30, -5.93, -1.41], [0.12, -5.80, 0.57], [-0.99, -4.72, 1.40], [2.13, -1.99, -1.87], [-2.20, -2.60, 1.02], [-1.31, -1.10, 1.31], [-0.92, -2.55, 2.25]],
  "relative_energy_kcal_mol": 0.0,
  "spin_multiplicity": 5,
  "homo_energy_ev": [-10.23, -11.69],
  "total_charge": 1
}

=====

Q: What is the formula in the third record?
A: C23H28IrN8O5S3